# 1
{"formula": "C60H140N6O6", "method": "wB97M-V/def2-TZVPD", "gap_ev": 8.632, "total_charge": 0, "homo_ha": -0.322, "spin_multiplicity": 1, "max_force_ha_per_bohr": 0.0582, "lumo_energy_ev": -0.13, "total_energy_ev": -85720.654, "symbols": ["C", "H", "H", "H", "H", "H", "C", "H", "C", "H", "C", "H", "C", "C", "C", "H", "H", "H", "H", "H", "N", "H", "C", "H", "H", "C", "H", "C", "C", "H", "H", "H", "H", "H", "C", "O", "H", "H", "C", "C", "C", "H", "H", "C", "C", "H", "H", "H", "H", "N", "C", "H", "H", "H", "H", "H", "H", "C", "H", "N", "H", "C", "H", "C", "C", "O", "H", "H", "H", "C", "C", "H", "H", "H", "H", "H", "H", "H", "H", "H", "C", "H", "C", "H", "H", "C", "C", "H", "H", "C", "H", "H", "H", "H", "H", "H", "H", "H", "H", "H", "H", "H", "C", "O", "H", "H", "H", "H", "H", "H", "H", "H", "H", "H", "H", "C", "H", "C", "H", "H", "H", "C", "C", "H", "H", "H", "H", "H", "C", "H", "H", "C", "C", "C", "H", "H", "H", "H", "C", "C", "H", "H", "C", "H", "C", "H", "C", "C", "C", "C", "C", "H", "C", "H", "H", "C", "O", "H", "H", "H", "H", "O", "C", "H", "C", "H", "C", "O", "H", "H", "H", "H", "C", "C", "N", "H", "H", "C", "H", "H", "C", "H", "H", "H", "H", "H", "N", "H", "H", "H", "H", "C", "H", "H", "H", "H", "H", "H", "H", "H", "H", "H", "H", "H", "C", "C", "C", "H", "H", "H", "N", "H"], "xyz": [[21.1091, 22.1034, 15.8406], [23.3058, 20.5512, 15.9041], [15.3620, 15.6222, 10.1820], [10.9072, 18.4842, 13.9997], [19.7597, 21.7161, 7.7455], [12.1943, 13.7946, 11.5554], [14.0777, 13.8585, 12.6783], [16.8827, 24.4486, 9.4767], [21.2987, 15.8288, 15.9356], [9.2036, 20.5448, 10.5856], [15.2266, 21.9648, 15.6085], [14.6239, 18.1649, 11.1211], [16.9842, 13.2436, 15.4080], [14.5067, 11.9487, 11.0979], [14.3171, 21.7149, 11.8538], [13.5727, 11.9586, 10.5330], [13.5249, 19.2739, 9.1555], [9.5207, 21.8462, 14.2468], [17.0366, 16.5720, 15.0689], [18.7341, 10.1456, 15.3718], [16.3313, 19.1698, 11.5384], [18.1287, 18.0295, 9.4683], [17.5134, 15.6909, 10.6676], [21.7356, 22.9969, 15.7649], [23.3257, 19.9121, 14.2770], [11.7137, 19.1761, 10.2384], [11.4839, 16.1345, 11.8920], [11.1659, 20.5353, 9.7838], [17.7027, 14.2644, 11.0240], [20.4296, 16.9522, 10.8186], [19.4448, 13.0361, 11.7689], [19.7258, 15.9070, 17.4002], [10.6883, 15.9054, 15.1488], [18.8360, 19.5731, 9.3103], [24.0109, 21.8689, 14.4436], [14.0963, 22.2676, 15.9968], [12.0432, 19.2548, 11.3064], [21.4257, 17.9234, 15.4793], [16.4573, 15.4954, 8.3754], [15.0163, 10.5029, 11.0412], [21.3919, 21.6876, 9.2179], [17.5271, 16.2807, 11.5900], [9.3320, 20.0923, 13.8404], [11.3721, 20.5202, 14.3835], [15.3648, 15.9992, 7.4432], [18.4670, 14.8247, 15.5674], [21.1513, 16.7118, 17.9926], [12.0051, 21.2286, 9.5942], [18.9604, 12.6138, 15.7260], [17.7667, 19.0389, 7.5923], [16.6291, 19.7806, 7.6763], [19.7902, 14.7489, 11.2062], [14.3628, 14.2559, 13.6704], [26.1087, 22.3510, 14.4933], [22.2770, 19.8208, 9.0223], [16.9840, 22.6854, 8.8922], [12.6202, 18.7862, 14.2344], [12.3112, 18.0896, 7.9853], [21.4047, 21.6194, 13.7928], [22.1965, 20.6556, 9.5811], [16.8773, 13.1685, 14.3231], [17.3025, 19.5492, 12.4270], [21.9867, 17.7608, 11.0575], [20.8661, 17.0327, 15.1288], [16.5003, 15.6314, 15.0043], [20.2135, 26.0891, 13.9248], [19.4506, 18.1444, 8.4444], [19.3206, 23.2644, 16.2495], [17.4646, 25.6012, 15.1552], [11.6176, 19.0606, 14.5907], [19.6612, 22.4532, 15.6369], [13.1834, 17.6783, 9.8562], [23.8620, 22.7589, 15.0408], [14.7658, 14.3655, 11.9981], [15.2332, 19.2606, 6.2664], [17.4452, 15.7262, 8.0104], [11.4624, 17.4203, 8.1023], [15.2192, 16.2519, 16.5792], [15.4979, 17.0665, 7.3741], [19.4357, 22.5984, 14.5709], [9.9242, 22.5716, 10.5498], [17.0876, 26.5906, 13.7931], [16.0395, 23.1241, 10.8274], [9.9483, 16.3223, 16.7172], [25.7828, 20.6986, 13.9400], [17.9521, 10.8208, 15.0748], [14.2767, 12.3800, 12.5463], [21.2385, 22.4531, 7.1972], [13.3930, 11.8107, 12.8688], [17.0090, 23.4046, 9.7233], [21.2945, 21.6659, 16.8356], [18.0318, 21.5740, 12.6171], [17.7028, 24.6533, 12.7656], [10.4980, 20.8595, 11.7768], [16.4945, 15.3299, 13.9507], [16.8869, 13.9005, 11.6919], [12.0039, 14.0625, 13.2603], [15.1950, 12.6503, 10.6601], [15.4404, 15.6061, 6.4109], [20.8560, 14.8957, 15.5385], [20.8710, 20.3210, 14.8058], [20.5536, 15.8734, 13.4559], [17.8866, 26.3780, 14.4767], [16.0061, 23.8704, 11.8100], [14.8526, 21.4223, 12.7430], [16.0503, 10.4566, 11.4334], [14.4027, 15.8030, 7.8842], [20.9571, 14.9050, 17.9749], [19.8228, 17.2219, 15.2672], [17.9954, 11.0281, 14.0131], [17.0226, 22.5246, 14.3895], [22.1958, 16.5778, 13.4752], [19.2214, 20.4306, 12.0810], [12.0153, 21.0666, 15.0659], [11.2870, 15.1701, 16.5796], [20.8505, 21.5961, 7.7555], [18.2186, 27.2429, 15.0497], [21.1452, 16.8027, 13.6651], [12.6493, 16.3858, 13.1267], [19.6443, 18.1991, 13.0020], [15.1433, 12.0797, 13.1044], [20.9317, 17.8369, 11.2449], [16.1576, 22.9165, 14.8743], [21.9465, 20.6785, 11.6953], [9.1968, 23.0472, 11.1972], [12.8323, 17.0196, 16.0465], [23.4293, 21.4864, 11.0902], [16.5512, 23.5290, 15.7079], [20.6943, 17.9950, 12.7701], [13.2392, 16.2418, 11.4891], [15.4648, 21.0250, 6.4253], [15.0418, 19.7139, 16.6259], [15.9592, 20.0620, 6.3368], [9.8559, 20.8179, 14.4624], [14.8086, 18.5806, 12.8460], [20.6299, 23.8531, 12.4531], [11.9127, 18.9354, 7.4638], [13.0007, 17.5402, 7.3717], [21.6137, 21.1503, 14.7672], [15.1276, 15.8702, 15.5905], [14.5742, 16.5960, 14.9875], [23.2977, 19.7112, 11.0759], [22.7556, 20.6546, 10.9385], [9.4902, 20.5561, 15.4944], [12.4834, 15.8596, 12.1936], [19.8837, 24.8042, 11.2046], [19.0645, 14.0828, 11.7256], [19.6473, 24.1357, 12.0329], [17.3914, 14.6643, 15.7842], [23.0590, 20.7999, 14.8552], [10.1571, 21.0951, 10.7311], [21.3139, 18.8449, 13.0800], [25.4537, 21.4950, 14.6251], [20.6043, 18.7399, 10.7370], [21.1590, 20.7291, 7.2100], [18.5684, 18.7072, 8.7328], [17.3385, 19.0789, 13.5419], [16.6080, 20.4578, 15.3677], [19.2075, 23.1802, 11.6729], [10.8507, 18.4472, 10.3548], [13.7093, 20.8944, 11.5076], [21.1071, 22.5644, 9.9737], [20.8104, 15.8424, 17.4236], [16.4391, 14.4025, 8.4347], [10.8918, 16.1077, 16.2099], [25.6439, 21.1261, 15.6136], [16.3064, 16.0109, 9.8163], [16.1704, 20.1074, 8.7801], [15.7660, 19.0670, 17.1083], [14.3415, 20.2270, 17.2793], [17.8793, 11.9610, 16.9670], [15.0414, 10.1282, 10.0246], [11.8765, 17.2768, 16.5122], [18.1777, 20.7178, 11.9405], [15.2806, 22.0610, 10.7745], [9.6524, 22.8682, 9.5337], [15.9390, 13.1340, 15.7801], [11.4680, 18.6667, 16.0754], [17.9566, 21.0258, 10.9075], [11.9962, 19.3359, 16.7572], [15.3119, 18.2514, 11.9550], [11.8523, 20.6663, 13.4122], [10.7463, 23.1912, 10.8651], [13.5763, 22.5456, 12.0281], [12.0097, 17.3354, 17.5967], [18.3861, 15.9037, 10.0735], [18.6972, 24.7449, 12.9147], [19.1023, 21.5298, 15.8321], [18.0458, 23.3254, 10.0796], [17.6857, 13.5895, 10.1712], [14.5368, 14.9213, 15.5775], [19.0484, 25.7767, 13.7263], [19.0437, 14.3823, 12.8001], [15.6717, 23.5217, 14.0985], [16.6065, 20.0077, 5.4567], [10.4246, 18.7912, 16.3479], [14.4549, 9.7967, 11.6721], [18.1399, 18.8016, 6.6943], [15.3150, 21.4877, 9.9267], [17.3004, 14.7681, 16.8558], [22.3904, 15.7471, 15.8385], [16.3285, 19.6377, 10.6344], [10.7929, 20.4887, 8.7838], [14.5365, 19.0540, 15.9091], [12.7698, 18.5294, 9.3550], [12.6512, 14.3296, 12.3931], [17.9580, 12.1375, 15.8758], [16.1370, 17.0794, 9.7357], [16.9968, 10.2969, 15.2105], [15.7679, 17.3492, 12.3337], [15.7867, 20.7521, 15.9090], [23.8396, 22.1116, 13.4030]], "atomic_forces_ev_per_a": [[1.24, 0.61, -0.05], [-0.15, -0.15, -0.21], [-0.13, -0.26, 0.49], [-0.06, -0.22, -0.17], [0.23, -0.21, 0.15], [0.28, 0.02, -0.17], [-0.37, 1.33, 0.42], [-0.10, 0.14, -0.60], [-0.20, -0.77, 1.29], [0.40, 0.23, 0.19], [-0.32, -0.66, 0.03], [-0.06, -0.53, 0.26], [-0.57, -0.75, 0.37], [-0.56, -1.01, 0.45], [-0.35, 1.15, -1.10], [-0.06, 0.41, -0.02], [0.84, 0.23, 0.36], [0.35, -0.44, -0.06], [-0.03, 0.55, -0.43], [0.44, -0.17, 0.07], [1.43, 0.74, 0.45], [-0.70, 0.11, -0.27], [-0.52, 0.37, -0.03], [-0.13, 0.19, 0.27], [-0.27, -0.27, -0.09], [-1.39, -0.90, 0.80], [-0.27, -0.02, -0.38], [1.62, -0.29, -0.33], [-0.02, -1.86, 1.48], [0.11, 0.35, 0.16], [-0.31, 0.67, -0.43], [-0.30, 0.27, -0.10], [0.08, 0.50, 0.10], [0.35, 0.60, 0.05], [0.29, 0.70, -0.12], [0.92, -0.01, -0.43], [0.22, 0.10, -0.80], [-0.32, -0.24, 0.00], [-0.31, -0.95, 0.53], [0.93, 0.15, 0.44], [-0.24, -1.99, -2.22], [0.13, 0.17, -0.13], [-0.10, 0.23, -0.39], [0.01, 0.16, -0.66], [0.94, -0.13, -0.27], [-0.48, 0.02, -0.16], [0.22, -0.23, -0.01], [0.07, 0.00, 0.69], [-0.45, -0.47, 0.22], [-0.58, 0.32, 0.08], [0.82, -0.58, 0.04], [-0.14, -0.67, 0.44], [-0.14, -0.44, -0.33], [0.09, 0.11, -0.19], [-0.01, 0.30, -0.03], [-0.48, 0.52, -0.05], [0.00, 0.03, 0.09], [-1.53, -0.35, 0.48], [0.09, 0.05, 0.02], [0.42, 0.07, 0.68], [0.21, 0.08, -0.18], [-1.26, 1.14, -1.64], [0.62, -0.26, -0.15], [1.23, 0.43, 0.31], [1.19, 0.76, 0.58], [-0.17, 0.23, -0.19], [0.27, 0.35, -0.40], [-0.31, 0.38, 0.19], [0.42, 0.55, -0.25], [0.36, -1.21, 1.38], [-0.25, -1.47, -0.74], [0.44, -0.40, 0.38], [-0.35, 0.41, -0.01], [0.03, 0.08, -0.19], [-0.50, 0.02, -0.27], [0.47, 0.35, -0.30], [-0.28, -0.25, 0.01], [-0.09, 0.22, 0.94], [-0.23, 0.63, -0.10], [0.23, 0.64, 0.22], [-0.29, 1.08, 0.18], [-0.46, 0.50, -0.34], [0.96, 1.23, 1.16], [-0.09, -0.20, -0.11], [-0.12, 0.21, 0.05], [-1.41, 0.62, 0.45], [-0.60, -0.51, -0.76], [0.03, 0.03, 0.18], [0.27, 0.18, 0.50], [0.78, -0.62, -0.24], [-0.14, 0.12, -0.22], [-0.19, -0.27, -0.21], [0.00, -0.44, -0.53], [-0.42, 0.39, -0.85], [-0.19, 0.06, 0.08], [0.45, 0.23, -0.32], [0.40, -0.03, -0.40], [0.42, 0.11, -0.54], [-0.16, -0.04, 0.61], [0.29, 0.38, -0.30], [0.92, -0.18, -0.12], [0.55, 0.68, -0.48], [0.06, -0.71, 0.68], [0.09, 0.29, 0.04], [0.01, 0.12, 0.42], [-0.31, 0.02, -0.20], [-0.52, -0.16, -0.08], [0.61, 0.26, -0.20], [-0.85, 0.24, 0.11], [0.34, 0.07, -0.31], [0.57, -0.94, -0.14], [0.11, -0.06, 0.09], [0.10, 0.04, -0.26], [-0.27, 0.41, 0.33], [0.11, -0.18, 0.36], [0.02, 1.22, 0.86], [-0.17, -0.07, -0.15], [-1.11, -0.32, -1.01], [0.19, 0.09, 0.35], [0.13, 0.16, -0.11], [0.39, -0.33, 0.54], [-0.66, -0.31, 0.89], [-0.62, 0.92, 0.75], [0.42, 0.17, -0.36], [-0.87, -0.61, 0.19], [0.08, 0.11, 0.29], [0.05, 0.23, 0.01], [-0.20, 0.18, -0.55], [0.54, -0.73, 0.01], [-0.40, -0.09, 0.02], [-0.15, -0.03, -0.25], [0.51, 0.25, -1.13], [0.12, -0.04, 0.94], [0.18, -0.21, 1.15], [-0.58, 0.76, 0.36], [-0.66, 0.37, 0.45], [-0.05, 0.53, -0.68], [0.71, 0.11, -0.10], [-1.96, 0.01, -0.40], [-0.55, -1.26, -1.28], [0.06, -0.03, 0.03], [-0.02, 0.30, -0.03], [-0.60, -0.90, -0.05], [0.41, 0.50, -0.80], [0.92, -0.66, 0.10], [-0.05, -0.20, -0.29], [0.31, -0.05, 0.62], [0.16, -1.09, -0.66], [0.13, -0.89, -0.78], [0.53, -1.23, 1.06], [-0.67, -0.40, 1.15], [-0.35, 0.12, 0.11], [0.66, -0.46, -0.54], [-0.24, 0.05, -0.17], [0.10, -0.74, -0.10], [0.31, -0.87, 0.91], [0.50, -0.32, 1.06], [-0.57, 0.20, 0.40], [0.40, 0.81, 0.00], [0.64, 0.70, -0.33], [0.02, -0.49, -0.17], [-0.41, 1.52, 0.89], [-0.19, 0.15, -0.68], [-0.08, -0.05, -0.21], [0.14, 0.71, -0.03], [0.03, -0.23, 0.73], [-0.28, 0.13, -1.20], [0.16, 0.03, -1.13], [-0.01, 0.12, 0.59], [0.01, -0.36, 0.16], [-0.08, 0.00, -0.52], [-0.04, -0.15, -0.18], [-0.14, -1.07, -0.59], [-0.02, -0.45, 0.53], [-1.73, -1.89, -0.53], [0.11, -0.23, -0.05], [0.60, -0.43, -0.07], [-0.41, -0.07, -0.04], [0.18, -0.20, 0.39], [0.21, 0.44, -0.47], [0.17, 0.25, -0.05], [-0.61, 0.79, -0.35], [1.13, -0.08, -0.32], [1.10, -0.58, 0.10], [0.15, -0.31, -0.08], [0.54, 0.75, -0.19], [0.05, 0.74, 0.85], [-0.34, 0.22, 0.45], [-0.38, 0.07, 0.27], [-0.08, 0.13, -0.35], [0.24, 0.78, 0.34], [0.50, -0.66, 0.54], [-0.17, 0.12, -0.73], [-0.24, -0.04, 0.61], [0.06, 0.11, 0.35], [-0.37, 0.08, 0.08], [-0.17, 0.39, -0.27], [-0.13, 0.06, -0.24], [-0.10, 0.26, 0.57], [-0.17, 0.31, 0.46], [-0.19, -0.20, 0.26], [-0.27, -0.47, 0.24], [-0.80, -0.40, -0.77], [-0.37, 0.24, 0.14], [0.05, 0.55, -0.39], [-0.99, 0.44, 0.58], [0.88, 0.70, 0.00], [0.17, 0.43, 0.18], [0.12, 0.00, 0.11], [0.04, -0.81, -0.54], [0.29, -0.07, -0.49], [-0.15, 0.36, -0.34]]}



# 2
{"formula": "C2H4Cl2N2", "method": "wB97M-V/def2-TZVPD", "gap_ev": [8.440, 9.318], "de_lowest_kcal_mol": 85.0, "total_charge": 0, "homo_ha": [-0.335, -0.384], "spin_multiplicity": 1, "max_force_ha_per_bohr": 0.0796, "lumo_energy_ev": [-0.67, -1.12], "total_energy_ev": -30160.013, "symbols": ["H", "N", "H", "Cl", "H", "C", "Cl", "C", "N", "H"], "xyz": [[1.3034, 2.2223, -0.5220], [0.7138, 1.6641, 0.0274], [-1.2417, -1.1889, 1.9781], [1.9257, -1.4557, -0.2351], [-0.3427, 1.9130, -0.0848], [0.5505, -0.6140, -0.6680], [-2.0938, 0.0728, -0.3992], [-0.5863, -0.7017, 0.2021], [-0.5118, -1.1712, 1.3516], [0.2829, -0.7407, -1.6502]], "atomic_forces_ev_per_a": [[0.66, 1.02, -1.64], [-3.16, -2.09, 1.55], [-2.28, 0.21, 1.20], [0.77, -0.04, 0.23], [2.60, -0.26, -0.30], [-0.28, 1.07, 1.25], [0.30, -0.25, -0.24], [-0.91, 0.35, 1.82], [2.46, -0.45, -1.32], [-0.16, 0.45, -2.55]]}